1.
The following is a quantum chemistry calculation of a molecular structure, C43H38F6N2O4P2ReS2 at a distorted geometry, from OMol25.

Values from the calculation:
E_HOMO (eV): -10.82
Kohn-Sham gap (eV): 7.36
Relative energy (zero: lowest compared OMol25 entry of this formula, charge and spin) (kcal/mol): 34.38
E_tot (eV): -115054.712
Net charge: +1
Largest force on an atom (eV Å⁻¹): 6.1

Cartesian coordinates (Å):
Re 0.3858 0.7264 0.1786
F 4.0760 1.0981 3.6764
C 3.4297 0.5210 2.6898
F 3.9717 -0.6576 2.4210
F 3.5001 1.2870 1.5945
S 1.6257 0.2611 3.0476
O 1.1732 -0.4351 1.8386
O 1.4708 -0.4553 4.2597
N 1.1473 1.7551 3.0698
S -0.2232 2.2650 2.5332
O -1.0585 2.9488 3.4471
O -0.9025 1.2975 1.6644
C 0.5546 3.6093 1.4696
F -0.2530 4.3028 0.6884
F 1.1599 4.4295 2.3008
F 1.4925 3.0168 0.6695
N -1.6047 0.1102 -2.1097
P -1.2014 1.6727 -1.4261
C -2.8472 2.2326 -0.8521
C -3.0535 3.0132 0.2796
C -4.3210 3.4872 0.5879
C -5.3985 3.1912 -0.2283
C -5.2048 2.4111 -1.3595
C -3.9409 1.9469 -1.6736
C -0.9307 2.7567 -2.8489
C -1.6822 2.6180 -4.0154
C -1.6116 3.5894 -4.9990
C -0.7922 4.6973 -4.8266
C -0.0122 4.8167 -3.6864
C -0.0794 3.8477 -2.6973
P -1.1080 -0.9282 -0.8006
C -0.5152 -2.4220 -1.6173
C 0.5520 -3.1308 -1.0751
C 1.0011 -4.2838 -1.6991
C 0.3905 -4.7204 -2.8667
C -0.6858 -4.0229 -3.3981
C -1.1484 -2.8764 -2.7726
C -2.7056 -1.2924 -0.0063
C -2.8286 -1.8544 1.2832
C -4.1097 -1.9852 1.8168
C -5.2336 -1.6532 1.0837
C -5.1088 -1.1784 -0.2103
C -3.8513 -0.9982 -0.7494
H -1.0059 -0.0647 -2.9162
H -2.2493 3.2695 0.9426
H -4.4525 4.0942 1.4740
H -6.3837 3.5656 0.0154
H -6.0361 2.1660 -2.0080
H -3.8000 1.3487 -2.5610
H -2.3139 1.7517 -4.1580
H -2.2041 3.4855 -5.8981
H -0.7576 5.4640 -5.5890
H 0.6442 5.6686 -3.5689
H 0.5294 3.9326 -1.8055
H 1.0253 -2.7642 -0.1705
H 1.8296 -4.8402 -1.2800
H 0.7574 -5.6050 -3.3700
H -1.1685 -4.3730 -4.3007
H -1.9996 -2.3398 -3.1749
H -0.7527 -2.2950 1.4512
H -4.2231 -2.3778 2.8191
H -6.2173 -1.7896 1.5141
H -5.9862 -0.9444 -0.7985
H -3.7412 -0.6173 -1.7530
C -2.2939 -4.7036 1.3729
C -1.7642 -3.8507 2.5286
C -0.3413 -4.3448 2.8602
C -1.6512 -2.3676 2.0646
C -2.6162 -3.9601 3.7941
C -3.7580 -4.7510 3.8497
C -4.4914 -4.8641 5.0251
C -4.0974 -4.1819 6.1627
C -2.9547 -3.3950 6.1243
C -2.2239 -3.2870 4.9523
H -1.6556 -4.5544 0.4980
H -3.3123 -4.4398 1.0894
H -2.2685 -5.7621 1.6357
H 0.2328 -4.5112 1.9452
H -0.3888 -5.2889 3.4031
H 0.1956 -3.6219 3.4744
H -1.4995 -1.7305 2.9367
H -4.0880 -5.2894 2.9705
H -5.3738 -5.4908 5.0435
H -4.6744 -4.2613 7.0748
H -2.6247 -2.8646 7.0084
H -1.3288 -2.6834 4.9591
C 1.6944 0.4081 -1.0853
C 2.8092 0.1538 -1.9166
C 3.5441 1.2228 -2.4604
C 4.7294 0.9875 -3.1263
C 5.2008 -0.3111 -3.2755
C 4.4697 -1.3799 -2.7696
C 3.2858 -1.1574 -2.0976
H 3.1675 2.2298 -2.3306
H 5.2914 1.8143 -3.5395
H 6.1393 -0.4929 -3.7815
H 4.8278 -2.3922 -2.9026
H 2.7111 -1.9775 -1.6965

Atomic forces in eV per Å
1.885 -1.960 -5.460
-0.135 0.056 0.150
-0.052 0.033 -0.323
-0.078 -0.043 0.083
0.116 -0.045 0.102
0.630 -0.105 0.660
-0.252 -0.165 -0.453
0.095 -0.049 0.048
-0.443 -0.179 0.214
0.534 1.764 1.257
-0.049 -0.125 0.046
-1.018 0.172 0.783
0.270 0.064 0.108
-0.188 -0.200 0.085
0.076 -0.025 -0.105
-0.304 0.000 0.267
0.423 0.075 -0.040
0.052 -0.466 0.247
0.030 0.023 -0.163
-0.061 -0.076 -0.037
0.022 0.058 0.068
0.004 -0.018 0.049
0.021 -0.013 -0.125
0.036 0.122 0.067
0.196 -0.059 0.126
0.079 -0.041 0.022
0.005 -0.036 -0.025
0.010 -0.011 -0.007
0.023 0.058 -0.043
0.024 -0.114 0.035
0.444 0.799 0.239
0.011 0.057 0.110
-0.075 0.098 0.053
0.025 -0.059 0.009
0.024 0.005 0.003
-0.039 0.023 -0.054
-0.010 -0.019 0.061
0.007 -0.297 0.248
-0.072 0.219 -0.323
0.086 0.073 0.039
-0.137 0.009 0.017
-0.078 -0.044 -0.086
0.078 -0.019 0.019
-0.116 -0.037 -0.081
0.063 0.014 0.019
-0.031 -0.013 -0.005
-0.005 -0.013 0.000
-0.015 0.032 0.018
-0.036 -0.012 -0.045
-0.079 0.026 -0.006
0.018 0.001 -0.008
0.024 -0.007 -0.004
0.001 -0.004 0.029
-0.014 0.049 0.013
0.057 -0.047 0.015
0.001 0.014 0.004
-0.025 -0.029 0.034
0.013 -0.005 -0.002
-0.001 -0.026 -0.024
0.182 0.069 -0.026
-0.008 0.033 -0.065
0.010 0.030 0.047
-0.004 0.002 0.001
-0.065 -0.058 0.075
0.039 0.032 0.071
0.101 0.054 -0.097
-0.106 0.058 0.004
0.003 -0.027 -0.031
0.096 -0.091 -0.075
0.028 -0.055 0.025
-0.042 -0.006 -0.063
-0.044 0.012 0.084
0.016 0.047 -0.043
-0.130 -0.127 0.036
-0.005 -0.033 -0.023
-0.007 -0.038 -0.008
0.009 -0.008 -0.036
-0.010 0.080 -0.026
0.023 -0.007 0.001
0.042 -0.008 0.067
0.151 0.023 0.068
-0.006 0.000 0.057
-0.008 0.015 0.012
0.018 -0.021 0.000
-0.028 -0.010 0.006
0.124 0.103 -0.052
-2.791 0.224 2.208
0.713 0.084 -0.311
-0.293 0.013 0.153
0.093 0.032 -0.141
-0.105 -0.017 0.082
0.057 -0.070 -0.122
-0.220 0.201 0.161
0.053 0.023 -0.014
-0.004 0.016 0.037
-0.010 0.013 -0.033
0.011 0.010 0.017
0.046 -0.075 0.023

2.
The following is a quantum chemistry calculation of a molecular structure, C39H50BeN6OP2SSi2 at a distorted geometry, from OMol25.

Values from the calculation:
E_HOMO (eV): -6.45
Kohn-Sham gap (eV): 6.70
Relative energy (zero: lowest compared OMol25 entry of this formula, charge and spin) (kcal/mol): 4.82
E_tot (eV): -97819.978
Net charge: 0
Largest force on an atom (eV Å⁻¹): 1.1

Cartesian coordinates (Å):
Be -0.1494 -0.7715 -0.1167
C 3.2184 -1.0356 -3.3302
Si 1.9986 -1.6941 -2.0870
C 0.7455 -2.6656 -3.1032
C 2.9529 -2.8937 -0.9928
N 1.2012 -0.5408 -1.1005
P 1.2701 1.1177 -1.0440
C -0.1917 1.7983 -0.5645
P -0.4954 1.4412 1.0480
N -0.3510 -0.1777 1.4605
Si -0.6423 -0.8846 3.0406
C 0.7024 -2.1394 3.3981
C -2.3234 -1.7220 3.0896
C -0.6735 0.1962 4.5970
C -2.2291 2.0042 1.3881
C -3.0850 2.1838 0.2985
C -4.4138 2.5536 0.4873
C -4.9087 2.7545 1.7698
C -4.0654 2.5956 2.8610
C -2.7377 2.2255 2.6697
C 0.4873 2.4349 2.2437
C 1.5638 1.9141 2.9543
C 2.3398 2.7292 3.7690
C 2.0534 4.0824 3.8738
C 1.0016 4.6238 3.1438
C 0.2329 3.8062 2.3256
C 1.7167 1.8781 -2.6661
C 0.6769 2.3125 -3.4908
C 0.9403 2.9445 -4.7001
C 2.2524 3.1742 -5.0932
C 3.2961 2.7691 -4.2722
C 3.0284 2.1269 -3.0691
C 2.7819 1.5220 -0.0868
C 3.1018 2.8679 0.1267
C 4.2389 3.2152 0.8380
C 5.0665 2.2211 1.3573
C 4.7431 0.8872 1.1761
C 3.5982 0.5395 0.4591
H 3.6568 -1.8944 -3.8574
H 4.0348 -0.4674 -2.8713
H 2.7317 -0.3930 -4.0702
H 1.1930 -3.5870 -3.5057
H 0.4091 -2.0680 -3.9595
H -0.1391 -2.9362 -2.5168
H 3.0903 -3.8699 -1.4837
H 2.4544 -3.0338 -0.0246
H 3.9578 -2.5077 -0.7861
H 0.7473 -2.9262 2.6420
H 0.5075 -2.6094 4.3732
H 1.6862 -1.6557 3.4488
H -2.3407 -2.6369 2.4906
H -3.1145 -1.0542 2.7249
H -2.5705 -1.9878 4.1251
H -0.4770 1.2581 4.4743
H 0.0872 -0.1880 5.2874
H -1.6520 0.0851 5.0796
H -2.6655 2.0706 -0.6965
H -5.0556 2.7190 -0.3739
H -5.9413 3.0507 1.9186
H -4.4369 2.7751 3.8629
H -2.0884 2.1193 3.5277
H 1.7946 0.8575 2.8693
H 3.1738 2.3065 4.3183
H 2.6559 4.7173 4.5141
H 0.7846 5.6835 3.2092
H -0.5762 4.2275 1.7399
H -0.3418 2.1910 -3.1405
H 0.1217 3.2790 -5.3271
H 2.4610 3.6840 -6.0274
H 4.3221 2.9589 -4.5662
H 3.8522 1.8245 -2.4352
H 2.4456 3.6334 -0.2730
H 4.4795 4.2591 1.0011
H 5.9571 2.4930 1.9136
H 5.3789 0.1137 1.5922
H 3.3294 -0.5021 0.3180
N -6.2652 -0.7074 -0.1540
C -5.2304 -1.5814 -0.2832
O -5.2412 -2.7097 0.1765
C -4.0522 -1.0751 -1.0660
C -4.1261 -0.7295 -2.4006
C -2.9528 -0.3998 -3.0616
C -1.7617 -0.4137 -2.3637
N -1.6937 -0.7242 -1.0680
C -2.8172 -1.0548 -0.4408
H -7.0249 -0.9780 0.4470
H -6.1054 0.2751 -0.3003
H -5.0785 -0.7368 -2.9196
H -2.9533 -0.1371 -4.1113
H -0.8233 -0.1491 -2.8323
H -2.7297 -1.3051 0.6079
C 0.4638 -6.3197 -1.8722
N 0.4343 -5.1137 -1.0717
C -0.6608 -4.5937 -0.5247
N -1.8201 -5.2444 -0.7199
S -0.6451 -3.1756 0.3980
H 1.4849 -6.4913 -2.1992
H -0.1676 -6.2279 -2.7603
H 0.1441 -7.1890 -1.2931
H 1.2747 -4.5733 -0.9542
H -1.8616 -6.1659 -1.1207
H -2.6458 -4.8624 -0.2863

Atomic forces in eV per Å
-0.108 0.282 -0.298
0.151 0.115 -0.136
-0.097 -0.165 0.117
-0.124 -0.127 -0.117
0.097 -0.212 0.123
-0.186 0.320 -0.099
-0.062 0.493 -0.200
0.719 -0.560 0.654
-0.230 0.292 -0.084
-0.130 0.593 0.048
0.020 -0.168 -0.149
0.065 -0.174 0.067
-0.108 -0.202 -0.025
0.018 0.192 -0.013
-0.066 -0.073 -0.046
0.039 0.044 0.075
0.116 -0.039 -0.048
0.007 -0.033 -0.004
0.105 -0.025 -0.022
0.000 -0.082 -0.111
-0.044 0.084 -0.055
-0.063 -0.097 0.019
0.008 -0.044 -0.030
0.022 0.008 -0.012
-0.023 -0.071 -0.075
0.009 -0.077 0.075
-0.128 -0.013 -0.020
0.060 -0.040 -0.009
-0.004 -0.053 0.061
0.016 -0.011 0.011
-0.035 -0.027 0.036
-0.059 -0.018 -0.008
-0.013 0.097 0.085
0.067 -0.130 -0.012
-0.059 -0.057 -0.013
-0.019 0.086 0.024
-0.107 -0.073 -0.029
0.048 0.010 -0.058
-0.050 0.118 0.075
-0.095 -0.107 -0.070
0.107 -0.082 0.042
-0.096 0.171 0.050
0.048 -0.050 0.091
0.096 0.045 -0.122
0.065 0.136 0.092
0.053 -0.029 -0.135
-0.104 -0.045 -0.021
0.051 0.067 0.105
0.060 0.073 -0.169
-0.126 -0.024 0.004
-0.094 0.094 0.069
0.079 -0.015 0.107
0.026 0.008 -0.136
0.047 0.008 0.008
-0.101 0.055 -0.071
0.143 0.031 -0.050
-0.016 -0.024 0.008
0.046 -0.012 0.031
0.046 0.004 -0.006
0.024 -0.028 -0.016
-0.023 0.025 0.029
0.001 0.022 0.019
-0.043 0.003 -0.037
-0.035 -0.027 -0.033
-0.009 -0.031 -0.010
-0.004 0.036 0.018
-0.006 0.005 0.008
0.013 -0.012 0.036
-0.012 -0.039 0.045
-0.035 -0.012 0.028
0.007 0.027 0.006
0.012 0.018 0.018
-0.015 -0.026 -0.014
-0.049 -0.009 -0.031
-0.033 0.013 -0.020
0.041 0.067 0.055
0.108 -0.050 -0.114
-0.007 -0.106 0.154
-0.001 0.243 -0.118
-0.108 -0.122 0.162
-0.105 0.051 -0.117
0.060 0.051 -0.133
0.146 0.162 -0.015
-0.121 -0.357 0.051
-0.059 0.004 0.191
-0.028 -0.030 0.045
0.034 0.012 0.023
0.052 0.001 0.014
0.001 -0.009 0.041
-0.005 -0.021 0.017
0.003 -0.022 -0.066
-0.012 0.076 -0.034
0.062 -0.139 0.052
-0.199 0.151 -0.116
-0.077 -0.014 0.084
0.203 -0.411 0.123
0.021 -0.009 -0.002
0.007 0.029 0.015
0.019 -0.016 0.011
0.062 -0.005 0.034
-0.011 0.045 -0.004
0.029 -0.012 -0.021

3.
The following is a quantum chemistry calculation of 2 unconnected molecules or ions with the total composition C2H5N2 at a distorted geometry, from OMol25.

Values from the calculation:
E_HOMO (alpha / beta) (eV): -17.41 / -14.60
Kohn-Sham gap (alpha / beta) (eV): 11.80 / 6.15
Relative energy (zero: lowest compared OMol25 entry of this formula, charge and spin) (kcal/mol): 99.39
E_tot (eV): -5122.737
Net charge: +1
Largest force on an atom (eV Å⁻¹): 5.4

Cartesian coordinates (Å):
C -2.3546 0.1280 0.0920
C 2.4542 0.0197 -0.0558
N 1.3671 -0.2473 0.3119
N -1.4101 -0.5846 0.2772
H -3.3205 -0.3262 0.3554
H -2.4774 0.9844 -0.5474
H 3.4314 -0.3677 0.2937
H 2.6207 0.7473 -0.9109
H -0.3109 -0.3535 0.1840

Atomic forces in eV per Å
-3.326 -0.718 -0.571
4.516 1.697 -2.391
-4.428 -1.122 1.362
3.855 0.586 -0.042
-0.329 0.204 0.452
0.593 0.941 -0.193
-0.456 -0.172 0.343
-0.297 -0.392 0.537
-0.128 -1.024 0.503